A structure of composition HNO2S2 in a non-equilibrium geometry. Source: the Open Molecules 2025 dataset; level of theory: the ωB97M-V functional and the def2-TZVPD basis.

```
6
Properties=species:S:1:pos:R:3:forces:R:3:lowdin_charge:R:1
N -0.498345 1.382579 -0.905775 1.25 0.48 -1.25 -0.198
O 0.614093 1.186449 -1.328195 -1.12 0.01 0.60 0.042
O -0.991700 0.971113 0.104906 -0.73 0.71 0.14 -0.172
S 0.063042 -0.743020 1.165612 0.26 -1.11 -0.27 0.326
S 1.746638 -1.645359 0.700018 -0.81 0.17 0.08 0.078
H -0.933728 -1.151763 0.263434 1.14 -0.25 0.70 -0.076
```
Positions in Å, forces in eV/Å.

For the LUMO energy (alpha / beta), the calculation gives -1.8 / -2.1 eV. Its total energy is -27266.875 eV. The value obtained for the energy above the lowest of the compared OMol25 structures with the same formula, charge and spin is 56.29 kcal per mole. The HOMO energy (alpha / beta) comes out at -9.456 / -8.876 eV.


A structure of composition C30H45Cl66N3O2SbSi in a non-equilibrium geometry. Source: the Open Molecules 2025 dataset; level of theory: the ωB97M-V functional and the def2-TZVPD basis.

```
148
Properties=species:S:1:pos:R:3:forces:R:3:lowdin_charge:R:1
C -1.816211 -2.785889 1.593475 0.15 1.07 0.41 -0.300
Si -0.556010 -2.040258 0.327973 -0.54 -1.33 -0.93 0.432
C -1.517764 -1.988828 -1.366649 -0.09 -0.12 -0.83 -0.249
C 0.798603 -3.369817 0.123956 0.06 -1.30 0.23 -0.288
Sb 0.255156 0.283646 0.923136 -1.99 2.03 0.41 1.092
C -0.618839 1.174423 -0.959131 0.00 1.01 -0.81 -0.344
N -1.617118 0.658198 1.772982 -1.54 -0.45 -0.46 -0.230
C 1.179828 -0.340120 2.825269 0.67 -0.24 1.98 -0.313
C 0.563409 0.367116 4.163542 2.33 -1.00 -0.10 -0.418
O -0.743265 -0.122767 4.544175 0.59 -0.14 0.31 -0.114
C 0.733346 1.954872 4.196382 -0.76 0.36 1.52 -0.248
N -0.332471 2.734820 3.518215 1.05 0.30 0.15 -0.037
N 2.042587 0.109939 -0.210236 5.65 -3.42 0.74 -0.118
C 2.894125 -0.689770 0.261328 -2.93 -1.43 1.81 -0.636
O 3.480573 -1.614677 0.889620 -1.78 3.69 -2.68 -0.094
H -1.403415 -2.533356 2.639593 -0.67 -0.75 -1.31 0.023
H -1.933046 -3.901177 1.423833 0.15 1.51 0.28 -0.010
H -2.805475 -2.203407 1.511649 1.36 -1.19 0.06 -0.019
H -0.964843 -1.365430 -2.156603 -0.88 -0.71 1.22 -0.013
H -1.596924 -3.046883 -1.827728 -0.15 1.48 0.84 0.042
H -2.562873 -1.536559 -1.185430 1.50 -0.74 -0.45 0.007
H 0.249194 -4.370385 -0.074918 0.84 1.36 0.21 0.040
H 1.365602 -3.515436 1.116181 -0.56 0.28 -1.60 0.041
H 1.509105 -3.204533 -0.748604 -1.05 0.04 1.59 -0.062
H 0.755920 1.926313 1.313373 0.27 -0.25 -0.15 -0.037
H -0.689502 2.312792 -0.795443 0.09 -1.55 -0.04 0.012
H -1.673642 0.801836 -1.151660 1.62 0.35 -0.01 -0.099
H 0.082020 1.033832 -1.857083 -1.19 0.02 1.20 -0.043
H -2.002962 -0.122773 2.317583 0.40 0.35 -0.01 -0.058
H -2.284428 0.765350 0.981224 0.70 -0.08 0.64 -0.082
H 1.138480 -1.493464 2.897432 -0.13 1.60 0.18 0.034
H 2.307021 -0.090413 2.922189 -1.62 -0.26 -0.57 0.059
H 1.273382 -0.011068 4.999612 -0.81 0.75 -1.08 0.107
H -0.567174 -0.886270 5.141999 -0.24 0.90 -0.76 0.024
H 1.753581 2.303152 3.826552 -1.26 -0.95 0.28 0.107
H 0.698145 2.255610 5.314890 0.28 -0.67 -1.43 0.111
H 0.107033 3.479883 2.957565 -0.74 -0.56 0.47 -0.004
H -1.038177 3.104875 4.162682 0.61 -0.20 -0.45 0.047
C 0.801139 -0.587555 -5.061563 -0.16 -0.10 0.54 -1.457
Cl -0.667115 0.403635 -5.052476 0.89 -0.16 -0.44 0.475
Cl 1.925596 -0.019455 -6.310218 0.06 0.04 -0.10 0.565
Cl 1.580430 -0.573532 -3.476106 -0.07 -0.01 -0.28 0.584
H 0.520232 -1.612634 -5.295100 0.06 0.20 -0.05 0.024
C -4.474697 0.263358 -2.552545 0.38 0.29 0.17 -1.550
Cl -4.133968 0.929040 -0.950019 -0.29 0.18 -0.59 0.560
Cl -5.840240 1.108732 -3.300475 -0.04 0.15 0.06 0.512
Cl -3.039706 0.359369 -3.584672 -0.87 -0.07 0.38 0.504
H -4.740895 -0.783568 -2.438744 0.11 0.22 -0.04 -0.085
C -1.668645 6.312929 1.568755 0.11 -0.14 -0.08 -1.545
Cl -0.008986 5.750439 1.335733 -0.32 -0.13 -0.29 0.489
Cl -2.705177 5.752599 0.249383 0.07 0.10 0.09 0.529
Cl -2.295425 5.765367 3.128825 0.01 0.11 -0.05 0.529
H -1.666616 7.400809 1.564070 0.00 -0.20 0.02 -0.025
C 1.226500 8.951295 -1.388596 -0.10 -0.25 -0.12 -1.510
Cl 0.100655 8.957825 -0.025829 0.09 0.20 -0.16 0.522
Cl 2.881499 9.234494 -0.829081 -0.05 0.13 -0.32 0.497
Cl 1.121720 7.426250 -2.276995 0.01 0.19 0.09 0.542
H 0.951170 9.759876 -2.062052 0.09 -0.14 0.15 0.016
C 1.089835 -3.566559 6.831648 0.05 -0.05 -0.22 -1.512
Cl 1.981387 -3.009758 5.413418 -0.43 -0.09 0.13 0.556
Cl 2.211102 -3.928839 8.154122 -0.07 -0.07 0.01 0.524
Cl -0.126888 -2.383329 7.355217 0.24 -0.04 -0.05 0.534
H 0.567370 -4.483520 6.565741 0.08 0.16 0.09 -0.004
C 1.913916 -2.072826 -9.241091 0.02 -0.04 -0.02 -1.553
Cl 1.610057 -3.667936 -8.539335 0.02 0.17 0.01 0.525
Cl 3.416950 -2.077211 -10.172440 -0.22 -0.07 -0.05 0.500
Cl 0.551132 -1.569105 -10.250725 0.05 0.03 0.08 0.510
H 2.019796 -1.356691 -8.429154 -0.05 -0.19 -0.17 -0.077
C 6.588804 7.813595 -0.900139 0.01 -0.11 -0.05 -1.553
Cl 7.009902 6.124423 -0.588703 -0.09 0.17 0.00 0.524
Cl 7.819853 8.895285 -0.231589 -0.11 -0.03 -0.01 0.510
Cl 6.388601 8.095491 -2.635031 -0.04 0.00 0.16 0.510
H 5.642236 8.026467 -0.407575 0.17 -0.06 -0.10 -0.020
C 5.575747 -0.388249 5.240561 -0.08 0.06 -0.03 -1.538
Cl 7.236822 -0.142834 5.803324 -0.03 -0.05 -0.06 0.512
Cl 4.620074 -1.225251 6.472521 0.21 0.11 -0.13 0.483
Cl 4.833584 1.155808 4.815804 0.02 -0.14 -0.01 0.529
H 5.604730 -1.011546 4.348615 -0.03 0.11 0.15 0.004
C -1.590973 3.397313 -8.061822 0.03 -0.06 0.13 -1.529
Cl -3.197491 3.574780 -8.782688 0.12 0.02 0.00 0.510
Cl -1.676714 3.530352 -6.301814 0.00 0.09 -0.15 0.522
Cl -0.868788 1.850887 -8.525712 0.06 0.15 0.02 0.486
H -0.957689 4.199048 -8.435471 -0.12 -0.17 0.05 0.015
C -3.448061 -5.082769 4.697152 0.06 -0.06 -0.53 -1.499
Cl -3.050899 -6.784471 4.998823 0.08 0.05 0.02 0.480
Cl -2.158698 -4.062445 5.353052 -0.24 0.06 -0.10 0.542
Cl -3.699828 -4.789567 2.964846 0.13 0.15 1.18 0.524
H -4.375131 -4.849685 5.214868 0.21 -0.05 -0.13 -0.030
C 3.900852 3.090150 -5.882681 0.00 0.03 0.18 -1.550
Cl 4.169764 3.770894 -4.272979 -0.04 -0.11 -0.17 0.532
Cl 2.553179 3.907646 -6.686823 0.06 -0.11 0.03 0.507
Cl 5.372160 3.205148 -6.861422 -0.06 -0.01 0.02 0.499
H 3.645255 2.038240 -5.771057 0.05 0.20 -0.02 -0.042
C 2.629439 -1.458935 11.028819 0.04 0.08 -0.15 -1.552
Cl 3.539552 -0.900075 9.620345 -0.12 -0.04 0.21 0.492
Cl 3.723515 -1.837679 12.367890 -0.07 -0.03 -0.05 0.512
Cl 1.439106 -0.246220 11.522643 0.04 -0.12 -0.03 0.517
H 2.097864 -2.367737 10.753692 0.09 0.18 0.04 -0.013
C 1.937395 8.632744 3.709743 0.09 -0.28 0.10 -1.514
Cl 3.088216 8.787182 2.371983 -0.14 -0.01 0.35 0.492
Cl 0.523532 9.663164 3.438304 0.07 -0.02 0.09 0.507
Cl 1.450214 6.944973 3.921275 0.22 0.40 0.27 0.515
H 2.429148 8.961183 4.622730 -0.12 -0.01 -0.20 0.013
C -4.368728 0.708415 -11.736107 0.08 -0.03 0.08 -1.536
Cl -4.207396 1.954083 -12.982964 -0.03 -0.10 0.04 0.513
Cl -2.794334 0.335597 -11.021922 -0.21 -0.01 -0.11 0.497
Cl -5.512699 1.222806 -10.488319 0.04 -0.10 -0.12 0.505
H -4.755452 -0.194793 -12.202906 0.06 0.19 0.09 0.014
C 6.646094 -0.088445 -0.254816 -0.23 -0.03 -0.13 -1.485
Cl 5.003700 0.001999 -0.904389 1.21 0.62 -0.61 0.654
Cl 6.629199 0.042529 1.510228 0.04 0.07 -0.08 0.532
Cl 7.433585 -1.591495 -0.758224 0.02 0.07 0.01 0.508
H 7.217861 0.746981 -0.652984 -0.08 -0.17 0.11 0.013
C -4.753495 -6.931328 8.611235 0.01 -0.08 -0.08 -1.518
Cl -5.180935 -8.267512 7.533487 -0.04 0.10 0.14 0.518
Cl -3.319247 -7.335572 9.564645 -0.13 0.06 -0.05 0.524
Cl -4.487367 -5.445093 7.688067 -0.16 -0.01 0.50 0.555
H -5.583077 -6.765053 9.294820 0.17 -0.02 -0.14 0.014
C -5.333019 -8.131451 0.947738 0.13 0.03 0.12 -1.522
Cl -6.075282 -9.726925 1.145540 0.03 0.04 -0.07 0.509
Cl -6.572794 -6.898830 0.675226 0.11 -0.07 -0.02 0.512
Cl -4.349720 -7.721870 2.359079 -0.34 -0.63 -0.50 0.485
H -4.683862 -8.162276 0.075261 -0.15 0.00 0.15 0.018
C -6.296788 -1.701947 0.985546 0.35 0.14 0.15 -1.477
Cl -5.899679 -3.399688 1.290859 -0.33 0.28 -0.16 0.503
Cl -5.024310 -0.644810 1.614506 -0.50 -0.51 -0.13 0.508
Cl -6.548858 -1.430315 -0.744914 -0.31 -0.12 0.08 0.567
H -7.223665 -1.466973 1.504477 0.17 -0.04 -0.12 -0.015
C 7.033976 -0.466112 -7.542293 -0.06 0.08 0.17 -1.541
Cl 5.449404 -0.317447 -8.314524 0.26 0.05 0.08 0.485
Cl 6.884172 -0.331978 -5.784906 0.02 0.01 -0.16 0.522
Cl 7.800404 -1.998098 -7.986074 -0.02 0.12 -0.01 0.521
H 7.664513 0.347056 -7.895357 -0.13 -0.16 0.06 0.014
C -5.195384 -1.377957 -6.064559 0.16 0.01 0.05 -1.533
Cl -3.559445 -2.006693 -6.302835 -0.17 0.07 -0.02 0.516
Cl -6.243889 -1.847884 -7.410972 0.03 0.07 0.07 0.515
Cl -5.864418 -1.946351 -4.528102 -0.02 -0.28 -0.30 0.540
H -5.143796 -0.290955 -6.033535 0.00 -0.18 0.05 0.003
C -6.387514 0.813311 4.974785 0.44 0.01 -0.06 -1.525
Cl -7.526562 -0.220749 4.095568 -0.12 -0.02 0.12 0.520
Cl -4.720801 0.427582 4.532079 -0.13 0.24 0.51 0.523
Cl -6.734965 2.520761 4.666429 -0.03 -0.12 0.06 0.520
H -6.510618 0.626547 6.039276 -0.04 0.03 -0.23 0.012
C 4.540913 -4.779912 -1.057066 -0.12 0.16 0.00 -1.516
Cl 4.319504 -6.385906 -0.346455 0.02 0.08 0.00 0.513
Cl 5.999590 -4.740022 -2.059897 -0.04 -0.03 0.06 0.495
Cl 3.122209 -4.318831 -2.004680 0.57 -0.25 -0.23 0.568
H 4.659992 -4.060029 -0.248158 -0.07 -0.07 -0.15 0.011
```
Positions in Å, forces in eV/Å.

For the LUMO energy, the calculation gives 1.4 eV. Its total energy is -881296.187 eV. Its total charge is -1. The HOMO energy comes out at -3.832 eV.